The following is a DFT calculation (the ωB97M-V functional and the def2-TZVPD basis) of a cluster of 4 separate species, C30H38B2F7O21P2S in total in a non-equilibrium geometry.

Results
* highest occupied orbital energy: -4.307 eV
* E: -4575.821155 hartree
* HOMO-LUMO gap: 4.0 eV

```
! RIJCOSX wB97M-V def2-TZVPD def2/J DEFGRID3
* xyz -1 1
H 4.57 0.51 0.24
H 2.67 6.70 4.07
O 5.34 -0.09 0.20
C -4.97 4.57 -3.81
H 0.09 -1.96 -2.74
C 6.55 0.29 -3.75
H -6.04 -5.06 -1.80
H 1.13 -2.18 0.33
H 1.87 -0.07 -0.50
P -1.44 -3.06 -1.62
C 5.01 3.84 3.71
C -2.78 -0.45 -1.25
F 0.22 -3.69 3.07
B -0.52 -1.07 0.29
H 0.27 2.36 -1.07
C -2.13 0.41 2.21
H -6.68 -3.55 -1.25
F 2.38 -4.95 2.56
H -6.27 6.06 -2.71
O -5.26 -2.12 0.59
H 6.03 3.88 4.06
F 1.32 -6.88 2.63
C 1.25 1.90 -1.01
H 7.78 -0.28 -5.01
O 7.03 0.35 -4.99
O -1.34 -4.52 -1.43
H -4.62 -3.09 -2.22
C 5.79 -0.04 -1.04
H 1.85 2.25 -0.19
H 0.12 1.39 2.71
C 4.18 5.02 3.88
O 0.47 -1.81 0.91
C -0.10 0.81 3.59
C -3.84 4.49 -1.59
C -4.80 4.99 -2.37
O -0.20 0.19 -0.17
H -2.06 -0.42 -2.06
C -3.06 3.11 -3.58
H 0.81 0.04 -1.93
O -2.00 3.00 -1.51
C -3.09 -0.54 1.49
H -1.77 -3.51 -3.66
H -6.01 -4.67 -0.05
O -5.69 5.88 -1.95
H -3.73 -0.70 -1.74
C -1.21 -0.19 3.28
P -2.38 -1.76 0.14
O -3.00 -4.49 1.22
C 0.99 0.40 -0.92
C 5.05 0.90 -1.96
F 0.88 -4.39 0.21
H 4.57 1.01 2.51
H 7.37 -1.44 -0.81
O -2.17 2.24 -4.01
S -2.09 -3.47 1.73
H 4.98 1.71 -3.98
C -4.03 3.62 -4.36
H -1.64 1.15 1.60
B -4.18 -2.56 -0.16
F -1.02 -5.45 2.95
H -1.78 -0.38 4.17
H -3.71 4.78 -0.56
H 1.74 2.07 -1.96
C -5.91 -4.28 -1.05
C 4.49 2.75 3.13
C 2.75 4.97 3.43
H -3.64 -1.05 2.27
H -2.81 1.03 2.81
H 1.73 0.29 3.35
O 1.09 0.16 4.04
H -4.15 3.33 -5.40
O 4.11 1.51 -1.51
O -2.12 -2.80 -3.10
O 2.66 1.69 2.12
H -1.60 2.03 -3.24
H -0.71 -1.08 2.92
H 1.20 3.83 2.51
H -2.86 0.56 -0.89
H -0.44 1.49 4.36
C 0.39 -5.16 1.19
C -4.53 -3.63 -1.28
O 2.06 6.08 3.64
H -3.86 0.09 1.05
H -3.81 -4.42 -1.36
O 4.57 6.06 4.38
O 8.20 -1.29 -3.31
C 6.83 -0.77 -1.46
C -2.91 3.52 -2.14
C 2.23 3.88 2.85
C 1.63 -5.82 1.87
C 7.27 -0.66 -2.84
H -5.58 -1.27 0.31
C 3.06 2.71 2.65
C -0.52 -4.41 2.19
F 2.42 -6.29 0.86
O 0.10 -2.48 -1.93
O -5.88 5.07 -4.43
O -2.51 -3.07 3.06
F -0.32 -6.20 0.67
C 5.51 1.02 -3.33
O 5.17 1.64 2.95
*
```

Results of the Mulliken charge analysis, in e, for atoms 1 through 99: number 1, H, carries 0.272; number 2, H, carries 0.354; number 3, O, carries -0.509; number 4, C, carries 1.103; number 5, H, carries 0.299; number 6, C, carries 0.378; number 7, H, carries 0.400; number 8, H, carries 0.270; number 9, H, carries 0.053; number 10, P, carries 1.020; number 11, C, carries -0.870; number 12, C, carries -1.611; number 13, F, carries -0.279; number 14, B, carries 0.071; number 15, H, carries 0.318; number 16, C, carries -1.217; number 17, H, carries 0.294; number 18, F, carries -0.216; number 19, H, carries 0.357; number 20, O, carries -0.611; number 21, H, carries 0.457; number 22, F, carries -0.244; number 23, C, carries -1.170; number 24, H, carries 0.360; number 25, O, carries -0.591; number 26, O, carries -0.767; number 27, H, carries 0.332; number 28, C, carries 0.115; number 29, H, carries -0.275; number 30, H, carries -0.109; number 31, C, carries 1.001; number 32, O, carries -0.990; number 33, C, carries -0.462; number 34, C, carries -1.212; number 35, C, carries 0.440; number 36, O, carries -0.090; number 37, H, carries 0.322; number 38, C, carries 0.253; number 39, H, carries 0.082; number 40, O, carries -0.281; number 41, C, carries -1.160; number 42, H, carries 0.319; number 43, H, carries 0.310; number 44, O, carries -0.595; number 45, H, carries 0.455; number 46, C, carries 0.471; number 47, P, carries 0.157; number 48, O, carries -0.671; number 49, C, carries 0.209; number 50, C, carries 1.042; number 51, F, carries -0.271; number 52, H, carries 0.210; number 53, H, carries 0.460; number 54, O, carries -0.642; number 55, S, carries 1.567; number 56, H, carries 0.456; number 57, C, carries -0.859; number 58, H, carries 0.064; number 59, B, carries 1.551; number 60, F, carries -0.291; number 61, H, carries 0.642; number 62, H, carries 0.463; number 63, H, carries 0.464; number 64, C, carries -1.529; number 65, C, carries 0.233; number 66, C, carries 0.291; number 67, H, carries 0.641; number 68, H, carries 0.683; number 69, H, carries 0.368; number 70, O, carries -0.671; number 71, H, carries 0.433; number 72, O, carries -0.471; number 73, O, carries -0.579; number 74, O, carries -0.313; number 75, H, carries 0.309; number 76, H, carries -0.414; number 77, H, carries 0.474; number 78, H, carries 0.400; number 79, H, carries 0.470; number 80, C, carries 0.614; number 81, C, carries -0.156; number 82, O, carries -0.591; number 83, H, carries 0.554; number 84, H, carries 0.204; number 85, O, carries -0.639; number 86, O, carries -0.630; number 87, C, carries -0.833; number 88, C, carries 0.826; number 89, C, carries -1.057; number 90, C, carries 0.437; number 91, C, carries 1.109; number 92, H, carries 0.292; number 93, C, carries 1.097; number 94, C, carries 0.350; number 95, F, carries -0.283; number 96, O, carries -0.506; number 97, O, carries -0.646; number 98, O, carries -0.765; number 99, F, carries -0.284

***

The following is a DFT calculation (the ωB97M-V functional and the def2-TZVPD basis) of a structure of composition C26H72CaF6N12O10P4S2 in a non-equilibrium geometry.

Results
* highest occupied orbital energy: -8.191 eV
* E: -5882.214695 hartree
* energy above the lowest of the compared OMol25 structures with the same formula, charge and spin: 620.0 kJ/mol
* HOMO-LUMO gap: 8.4 eV

```
! RIJCOSX wB97M-V def2-TZVPD def2/J DEFGRID3
* xyz 0 1
H -0.93 1.72 -5.59
C -1.72 -5.64 -1.25
H -0.61 5.30 4.17
H -0.02 3.64 0.05
F -6.65 -0.35 0.00
H -3.30 -1.28 -4.88
H 1.05 -5.73 1.57
H 2.86 -0.15 4.77
H 2.71 -5.14 -1.42
N 1.06 -4.58 -0.28
H 3.05 -2.81 2.00
P 0.08 -3.48 -1.20
H 2.24 2.62 0.09
H -2.36 3.59 -4.30
H -4.16 1.79 2.30
C -0.01 2.10 -5.15
C 4.94 0.91 2.85
H -3.74 3.21 1.47
H -0.89 5.03 -0.59
N 0.13 3.46 3.48
H 0.70 3.94 -3.13
C 3.32 2.50 0.17
H 3.26 -3.37 0.28
H -0.32 -4.60 1.37
C -2.70 2.92 -1.57
F -2.15 -1.98 5.86
S -0.23 -1.67 4.08
H -1.22 6.40 2.33
H 3.77 3.05 -0.66
N -2.55 2.12 -2.72
N -0.02 1.93 -3.67
H -0.87 -0.56 -5.76
H 1.70 2.21 2.71
C 1.45 -4.16 -3.65
C 1.86 -5.59 -0.91
H 0.11 -1.00 -4.36
Ca -0.64 -0.25 0.67
H 4.78 1.08 -1.73
H -1.72 3.39 -1.48
H -3.58 -0.74 -3.27
H -2.85 -4.25 -3.15
O -2.81 -0.26 0.56
C 0.73 -4.77 1.16
H -3.85 3.52 -3.61
H -0.88 -6.31 -1.40
C 0.88 2.87 -3.00
C -3.04 2.84 -3.90
F -5.22 -1.00 -1.65
C 1.92 -1.98 -2.73
F -2.08 -3.69 4.62
F -5.00 0.97 -0.88
H 2.78 -2.12 -2.07
C 3.71 -2.88 1.14
H 0.78 1.50 -5.58
H -0.73 3.97 5.29
H -2.92 2.32 -0.69
H -1.39 -1.99 -4.89
C -2.33 -3.65 -2.40
H 0.31 5.44 0.43
O -0.88 0.46 -1.48
H 1.23 -4.02 1.78
H 2.98 0.70 -1.95
P -1.02 2.98 2.35
H -1.58 1.68 4.64
H -2.49 5.60 2.88
H 1.25 1.84 4.24
H 0.74 -4.98 -3.80
C -0.90 -1.02 -4.77
C 1.43 2.72 3.63
H 5.01 1.40 3.82
H -3.74 0.39 -4.58
H 0.83 4.80 5.00
O -0.48 1.88 1.51
F -2.94 -1.86 3.94
C -1.93 5.66 1.95
O -4.73 -0.49 2.12
P -1.26 1.04 -2.78
O -4.01 -2.44 0.75
H 2.25 -4.82 -3.30
C -1.96 -2.41 4.64
P 3.05 -0.11 1.11
H -2.06 -2.75 -2.96
H 3.64 2.75 1.18
H 4.09 -0.46 -1.34
H 6.05 -1.79 1.32
C 5.52 -1.29 0.50
O -0.17 -0.33 4.70
O -0.37 -1.61 2.60
O 0.85 -2.52 4.59
C -5.37 -0.29 -0.53
H -2.62 -5.91 -1.81
O -0.34 -2.20 -0.50
H 1.12 -5.98 -1.61
N -1.27 -4.36 -1.84
H -4.44 3.37 3.07
H -3.32 2.24 -4.77
H 5.01 1.73 2.14
H 2.39 -1.13 3.52
C -0.08 4.42 4.54
H 1.44 -1.08 -2.34
H 4.55 -3.45 1.54
H 0.07 3.15 -5.46
C -3.13 -0.43 -4.21
S -4.05 -0.98 0.87
N -1.29 4.42 1.49
H -1.84 -5.48 -0.18
H 2.21 3.35 4.05
H 5.81 -0.24 0.48
O 1.61 -0.42 0.87
C 3.88 0.61 -1.35
H 5.74 0.18 2.74
N 1.08 -3.23 -2.64
H 4.10 -1.23 4.03
H 0.91 2.77 -1.92
H -2.55 0.54 3.65
N 3.64 1.11 0.07
H 2.24 -1.81 -3.76
C -0.40 4.63 0.29
H 5.71 -1.72 -0.48
H -2.43 6.24 1.17
H -3.35 1.53 4.83
H 1.64 -3.67 -4.61
H 1.90 2.80 -3.40
N 3.63 0.27 2.71
N -1.74 -0.11 -3.95
C 3.26 -0.56 3.84
H 2.21 -6.27 -0.14
H -2.97 -3.41 -1.56
N -2.49 2.66 3.15
C -3.74 2.79 2.47
C -2.52 1.53 4.11
N 4.10 -1.51 0.80
H -3.45 3.71 -1.55
*
```

Results of the Mulliken charge analysis, in e, for atoms 1 through 99: number 1, H, carries 0.361; number 2, C, carries -0.903; number 3, H, carries 0.208; number 4, H, carries -0.015; number 5, F, carries -0.225; number 6, H, carries 0.496; number 7, H, carries 0.511; number 8, H, carries 0.250; number 9, H, carries 0.084; number 10, N, carries 0.837; number 11, H, carries 0.104; number 12, P, carries -1.639; number 13, H, carries 0.170; number 14, H, carries 0.348; number 15, H, carries 0.257; number 16, C, carries -1.274; number 17, C, carries -1.175; number 18, H, carries 0.267; number 19, H, carries 0.432; number 20, N, carries 0.561; number 21, H, carries 0.359; number 22, C, carries -1.037; number 23, H, carries 0.080; number 24, H, carries 0.165; number 25, C, carries -0.974; number 26, F, carries -0.249; number 27, S, carries 0.938; number 28, H, carries 0.389; number 29, H, carries 0.373; number 30, N, carries 0.635; number 31, N, carries 0.695; number 32, H, carries 0.450; number 33, H, carries -0.287; number 34, C, carries -1.177; number 35, C, carries -1.149; number 36, H, carries -0.033; number 37, Ca, carries 2.070; number 38, H, carries 0.451; number 39, H, carries 0.170; number 40, H, carries 0.373; number 41, H, carries 0.436; number 42, O, carries -1.032; number 43, C, carries -0.743; number 44, H, carries 0.397; number 45, H, carries 0.265; number 46, C, carries -0.888; number 47, C, carries -1.078; number 48, F, carries -0.224; number 49, C, carries -1.287; number 50, F, carries -0.239; number 51, F, carries -0.184; number 52, H, carries 0.442; number 53, C, carries -0.827; number 54, H, carries 0.314; number 55, H, carries 0.308; number 56, H, carries -0.289; number 57, H, carries 0.671; number 58, C, carries -0.856; number 59, H, carries 0.418; number 60, O, carries 0.811; number 61, H, carries -0.045; number 62, H, carries -0.195; number 63, P, carries -0.535; number 64, H, carries 0.287; number 65, H, carries 0.394; number 66, H, carries 0.476; number 67, H, carries 0.325; number 68, C, carries -1.175; number 69, C, carries -0.703; number 70, H, carries 0.340; number 71, H, carries 0.262; number 72, H, carries 0.340; number 73, O, carries -0.013; number 74, F, carries -0.109; number 75, C, carries -1.358; number 76, O, carries -0.691; number 77, P, carries -1.285; number 78, O, carries -0.680; number 79, H, carries 0.360; number 80, C, carries 0.507; number 81, P, carries -1.231; number 82, H, carries -0.184; number 83, H, carries 0.276; number 84, H, carries 0.103; number 85, H, carries 0.425; number 86, C, carries -1.400; number 87, O, carries -0.608; number 88, O, carries -0.765; number 89, O, carries -0.662; number 90, C, carries 0.432; number 91, H, carries 0.422; number 92, O, carries 0.600; number 93, H, carries 0.420; number 94, N, carries 0.461; number 95, H, carries 0.349; number 96, H, carries 0.246; number 97, H, carries 0.330; number 98, H, carries -0.243; number 99, C, carries -0.934

***

The following is a DFT calculation (the ωB97M-V functional and the def2-TZVPD basis) of the molecule C4H7NO in a non-equilibrium geometry.

Results
* highest occupied orbital energy: -6.977 eV
* E: -286.418547 hartree
* energy above the lowest of the compared OMol25 structures with the same formula, charge and spin: 559.5 kJ/mol
* HOMO-LUMO gap: 7.8 eV

```
! RIJCOSX wB97M-V def2-TZVPD def2/J DEFGRID3
* xyz 0 1
H -1.78 -0.85 1.16
H 1.50 -1.31 -1.08
H 1.84 -0.90 0.64
H -1.83 -0.99 -0.63
C -1.21 -0.70 0.24
N 0.55 0.57 -0.65
H 0.66 1.25 -1.43
H -1.41 1.49 -0.20
C 0.54 1.03 0.84
C 1.09 -0.86 -0.18
C -0.70 0.72 0.12
H 0.80 2.07 0.89
O -0.05 -1.51 0.28
*
```

Mulliken analysis output, partial charges in e: number 1, H, carries 0.272; number 2, H, carries 0.313; number 3, H, carries 0.237; number 4, H, carries 0.271; number 5, C, carries -0.451; number 6, N, carries -0.327; number 7, H, carries 0.329; number 8, H, carries 0.393; number 9, C, carries -0.887; number 10, C, carries -0.112; number 11, C, carries 0.153; number 12, H, carries 0.168; number 13, O, carries -0.359

***

The following is a DFT calculation (the ωB97M-V functional and the def2-TZVPD basis) of a cluster of 2 separate species, C5H7NO in total.

Results
* highest occupied orbital energy: -9.306 eV
* E: -324.558285 hartree
* energy above the lowest of the compared OMol25 structures with the same formula, charge and spin: 436.3 kJ/mol
* HOMO-LUMO gap: 7.6 eV

```
! RIJCOSX wB97M-V def2-TZVPD def2/J DEFGRID3
* xyz 0 1
H -2.09 -0.94 -1.69
C 1.91 0.63 -0.87
H 0.52 -0.44 1.49
H -3.16 0.34 0.12
H -0.50 -0.87 -0.87
O -1.45 0.51 1.15
C -1.41 -0.31 -1.11
H -1.12 0.55 -1.73
C 1.62 -0.29 1.37
C 1.78 -0.51 -0.07
N 2.05 1.48 -1.66
H 2.08 -1.09 1.95
H 1.83 0.71 1.78
C -2.06 0.21 0.15
*
```

Mulliken analysis output, partial charges in e: number 1, H, carries 0.310; number 2, C, carries 0.528; number 3, H, carries 0.166; number 4, H, carries 0.348; number 5, H, carries 0.164; number 6, O, carries -0.493; number 7, C, carries -0.768; number 8, H, carries 0.234; number 9, C, carries -0.474; number 10, C, carries -0.441; number 11, N, carries -0.384; number 12, H, carries 0.331; number 13, H, carries 0.294; number 14, C, carries 0.187